Entry 1:
Formula: C3H6ClNO
Source: the Open Molecules 2025 dataset
Level of theory: ωB97M-V with the def2-TZVPD basis set

The geometry in XYZ format:
```
12
Properties=species:S:1:pos:R:3:forces:R:3:nbo_charge:R:1
H -1.88733 2.30438 0.65820 -1.673 -0.015 1.015 0.38
N -1.05010 1.80804 0.56186 2.528 -1.038 -1.342 -0.62
C -0.95076 0.59965 0.24559 -2.820 2.460 1.191 0.29
Cl -2.30486 -0.50682 0.45706 -0.491 -0.563 -0.061 -0.08
C 0.13688 0.01233 -0.48994 1.215 -2.192 -1.232 0.01
C 0.72623 -1.29617 0.12038 2.155 1.569 1.080 -0.63
O 1.07595 0.98782 -0.75799 1.125 0.619 -0.959 -0.70
H -0.32197 -0.32370 -1.50470 0.680 0.806 1.466 0.21
H 0.24863 -2.16826 -0.27407 0.083 -0.524 -0.340 0.23
H 1.85939 -1.18135 -0.13592 -2.004 -0.916 0.293 0.22
H 0.66317 -1.35315 1.25021 -0.048 0.279 -1.232 0.22
H 1.80477 1.11724 -0.13069 -0.751 -0.485 0.123 0.48
```
Forces are in eV/Å.

Properties
2S+1 ... 1
Relative energy (zero: lowest compared OMol25 entry of this formula, charge and spin) ... 156.3 kJ/mol
Max |F| ... 3.9 eV Å⁻¹
Energy ... -708.054555 a.u.
Molar mass ... 107.54 g/mol
HOMO-LUMO gap ... 0.390 hartree
E_LUMO ... 0.714 eV
SMILES string ... [H]/N=C(\Cl)[C@H](C)O



Entry 2:
Formula: C7H12O2SSi
Source: the Open Molecules 2025 dataset
Level of theory: ωB97M-V with the def2-TZVPD basis set

The geometry in XYZ format:
```
23
Properties=species:S:1:pos:R:3:forces:R:3:nbo_charge:R:1
C 1.49728 -0.64280 -1.64025 -1.039 -0.035 -0.570 -0.23
C 0.18709 -0.59267 -1.33433 0.176 0.191 0.400 -0.59
C 2.59102 -0.59239 -0.73521 0.150 -0.404 1.716 -0.52
C -1.06903 2.90212 -1.54731 0.358 0.067 -0.664 0.50
C -2.46256 0.21374 -0.19121 0.624 -0.146 0.123 -1.09
C 0.05490 1.36995 1.12592 -0.100 -0.476 -0.335 -1.09
C -0.72320 -1.65106 1.55214 0.060 0.462 -0.397 -1.10
O -0.39219 2.55502 -2.38190 -0.335 0.175 0.398 -0.50
O 3.79906 -0.77581 1.48801 0.255 0.001 0.739 -0.90
Si -0.66863 -0.19885 0.31028 -0.666 0.233 0.299 1.54
S 2.46980 -0.91393 0.88609 0.799 0.188 -2.099 1.16
H 1.78676 -0.73015 -2.68454 -0.026 -0.072 -0.003 0.21
H -0.49114 -0.69285 -2.17399 -0.074 -0.032 -0.111 0.22
H 3.58614 -0.41512 -1.12345 0.125 0.064 0.196 0.25
H -2.49647 1.06561 -0.86644 -0.029 -0.002 -0.043 0.23
H -2.94400 -0.62368 -0.68673 -0.058 -0.209 -0.095 0.23
H -3.06112 0.46872 0.67722 -0.080 0.045 0.223 0.24
H -0.20639 2.25347 0.54733 -0.012 -0.020 0.038 0.23
H -0.35388 1.50268 2.12323 -0.139 -0.065 0.185 0.24
H 1.13502 1.34185 1.22050 0.111 0.091 0.026 0.23
H 0.11510 -1.63444 2.24104 0.071 0.017 0.074 0.24
H -1.63402 -1.59517 2.14292 -0.176 0.084 0.040 0.24
H -0.71955 -2.61423 1.05070 0.004 -0.157 -0.139 0.24
```
Forces are in eV/Å.

Properties
2S+1 ... 1
Relative energy (zero: lowest compared OMol25 entry of this formula, charge and spin) ... 0.0 kJ/mol
Max |F| ... 2.3 eV Å⁻¹
Energy ... -1112.034148 a.u.
Molar mass ... 188.32 g/mol
HOMO-LUMO gap ... 0.286 hartree
E_LUMO ... -0.903 eV